1.
C8H19BrO2SSi2 | ωB97M-V/def2-TZVPD

As for the HOMO energy: -8.9 eV. The net charge is 0. The calculation puts the LUMO energy at 0.39 eV.

Each line ends with the natural charge from an NBO analysis.
CARTESIAN COORDINATES (ANGSTROEM)
Br: -0.148 0.164 -1.226  -0.35
S: -1.976 3.765 -2.867  1.24
Si: 2.777 0.692 0.821  1.38
Si: -0.116 0.667 1.006  1.52
O: 1.366 1.373 1.571  -1.20
O: -3.115 4.002 -1.929  -0.98
C: 4.049 0.002 2.107  -0.51
C: 4.644 -0.641 3.105  -0.21
C: -0.703 -0.844 2.084  -0.89
C: 0.726 -4.676 1.731  -0.63
C: -2.223 2.140 -3.620  -0.83
C: -2.305 4.714 -4.369  -0.83
C: 0.221 -2.114 1.674  -0.43
C: -0.183 -3.495 2.418  -0.40
H: 0.154 -5.128 0.822  0.21
H: -1.556 4.470 -5.125  0.23
H: -3.227 2.073 -4.042  0.23
H: -2.103 1.378 -2.847  0.25
H: 1.337 -1.933 1.881  0.21
H: -0.618 -0.560 3.196  0.25
H: 1.653 -4.141 1.269  0.21
H: -1.476 1.983 -4.401  0.23
H: 3.506 1.769 0.109  -0.18
H: -2.243 5.776 -4.128  0.24
H: -3.305 4.484 -4.744  0.23
H: -1.161 1.702 1.196  -0.18
H: 0.027 -2.298 0.540  0.21
H: -1.307 -3.761 2.299  0.21
H: -1.814 -1.079 1.832  0.25
H: 1.027 -5.493 2.477  0.22
H: 0.113 -3.461 3.528  0.20
H: 5.463 -1.141 3.754  0.27
H: 2.515 -0.389 -0.122  -0.17

=====

2.
C8H19Cl3NbO5 | ωB97M-V/def2-TZVPD

As for the HOMO energy: -4.7 eV. The net charge is -1. The calculation puts the LUMO energy at 2.37 eV.

Each line ends with the natural charge from an NBO analysis.
CARTESIAN COORDINATES (ANGSTROEM)
Nb: 0.467 -1.983 -1.183  1.91
Cl: -1.233 3.765 -2.231  0.02
Cl: -2.649 5.137 -0.105  0.00
Cl: -0.343 3.481 0.502  0.03
O: -3.628 -1.887 -2.723  -0.77
O: 2.233 0.632 -0.253  -0.56
O: -0.210 1.556 3.080  -0.72
O: 2.354 1.428 1.834  -0.55
O: -2.853 -0.710 -1.052  -0.56
C: 0.962 1.940 3.694  -0.08
C: -1.741 3.685 -0.549  -0.28
C: -2.597 -1.280 -1.999  0.79
C: -0.187 -4.133 -0.847  -1.14
C: 1.817 0.384 1.005  0.25
C: 2.118 1.166 3.183  -0.09
C: 1.326 0.144 -1.273  -0.56
C: -1.294 -1.447 -2.600  -1.07
H: 2.993 1.430 3.727  0.17
H: 2.236 -0.541 1.356  0.14
H: 1.351 -2.537 -2.703  -0.46
H: -0.273 2.059 2.261  0.47
H: 0.553 0.878 -1.422  0.17
H: 1.918 0.127 3.368  0.17
H: -0.559 -1.541 0.286  -0.41
H: -3.968 -1.200 -3.298  0.47
H: 0.883 1.737 4.732  0.16
H: -1.344 -2.224 -3.320  0.24
H: -0.940 -4.363 -1.566  0.21
H: -1.091 -0.544 -3.126  0.24
H: 1.184 2.979 3.550  0.15
H: 0.752 0.400 1.085  0.15
H: -0.548 -4.221 0.154  0.22
H: 0.614 -4.818 -0.969  0.22
H: 1.913 -2.381 -0.144  -0.37
H: 1.905 0.156 -2.169  0.20
H: -2.385 2.827 -0.424  0.25

=====

3.
C8H19N2 | ωB97M-V/def2-TZVPD

As for the HOMO energy: -13.4 eV. The net charge is +1. Its structure (SMILES) is CC[C@H](C)[C@@H](N)C=[N+](C)C. The calculation puts the LUMO energy at -3.55 eV.

Each line ends with the natural charge from an NBO analysis.
CARTESIAN COORDINATES (ANGSTROEM)
N: -0.430 2.318 -0.108  -0.79
N: 2.074 0.042 -0.010  -0.31
C: -1.341 -2.212 -0.241  -0.63
C: 3.420 0.263 0.632  -0.42
C: -1.683 0.303 0.659  -0.23
C: 0.991 0.255 0.548  0.21
C: -2.945 0.573 -0.155  -0.62
C: 2.168 -0.277 -1.407  -0.44
C: -1.362 -1.148 0.939  -0.41
C: -0.516 0.951 -0.190  0.05
H: -1.669 -3.191 0.029  0.24
H: -1.637 0.873 1.598  0.21
H: 3.926 1.152 0.175  0.25
H: 3.842 -0.794 0.642  0.24
H: -0.464 0.520 -1.157  0.21
H: 1.723 0.556 -1.976  0.22
H: -0.397 -2.317 -0.819  0.19
H: -0.476 -1.186 1.529  0.20
H: 0.189 2.809 -0.633  0.39
H: 1.700 -1.185 -1.612  0.24
H: -3.722 -0.024 0.258  0.23
H: 3.181 -0.338 -1.765  0.24
H: -3.212 1.635 -0.403  0.24
H: -2.078 -1.966 -1.081  0.22
H: -2.795 0.145 -1.181  0.21
H: -0.644 2.746 0.862  0.40
H: 3.241 0.485 1.633  0.22
H: 1.098 0.593 1.647  0.20
H: -2.179 -1.583 1.587  0.24

=====

4.
C8H19N2OP2 | ωB97M-V/def2-TZVPD

As for the HOMO energy: -13.0 eV. The net charge is +1. The calculation puts the LUMO energy at -4.28 eV.

Each line ends with the natural charge from an NBO analysis.
CARTESIAN COORDINATES (ANGSTROEM)
P: 1.368 -0.089 -3.093  0.32
P: 3.589 0.737 -1.547  0.35
O: 0.880 -1.694 0.366  -0.60
N: -1.041 0.260 0.285  -0.48
N: 1.160 0.975 -0.101  -0.61
C: 1.989 0.021 -0.821  -0.29
C: 2.664 -2.409 -0.894  -0.75
C: -0.151 1.194 0.088  0.57
C: -0.531 2.571 0.241  -0.70
C: -3.026 -0.641 1.345  -0.41
C: -2.414 0.508 0.524  -0.24
C: -2.433 -1.005 2.672  -0.64
C: 1.810 -1.368 -0.388  0.51
H: -2.650 1.541 0.968  0.23
H: -0.692 -0.652 0.258  0.45
H: 3.631 -2.030 -1.310  0.25
H: -2.915 0.456 -0.462  0.22
H: -1.291 2.923 -0.642  0.28
H: -2.860 -0.572 3.542  0.23
H: -4.131 -0.334 1.438  0.23
H: -1.020 2.800 1.282  0.27
H: 0.609 -1.326 -2.773  0.00
H: 2.704 -3.235 -0.206  0.28
H: 4.133 1.456 -0.427  -0.01
H: -2.672 -1.989 2.910  0.23
H: 0.285 3.232 0.229  0.24
H: -3.001 -1.593 0.693  0.21
H: 0.267 0.796 -2.918  -0.02
H: 2.369 -2.894 -1.823  0.27
H: -1.329 -1.072 2.625  0.21
H: 3.023 1.743 -2.395  0.00
H: 1.678 1.692 0.336  0.41